Below is a structure of composition C37H34AlIO23PSi, with properties calculated with ωB97M-V/def2-TZVPD.

```
98
C37H34AlIO23PSi (ωB97M-V/def2-TZVPD)
C -8.99281 -0.49334 1.83912
C -7.82836 -0.75815 1.60784
Al -5.87996 -1.29459 1.83920
P -4.38114 0.42919 1.29112
O -3.50307 0.85790 2.68806
I -5.81587 2.35250 0.63371
O -5.63907 -2.15625 3.45995
C -5.28227 -3.49082 3.05700
C -4.41771 -3.31671 1.75823
Si -3.24394 -4.68554 1.18713
C -2.06620 -3.98929 -0.15702
C -4.13447 -6.15443 0.34380
C -2.11427 -5.22134 2.63135
O -5.29904 -2.71170 0.79467
H -9.95864 -0.10813 2.15762
H -2.68567 0.34861 2.75620
H -4.94709 -4.19186 3.85020
H -6.26678 -3.86071 2.65675
H -3.74688 -2.43900 2.03946
H -1.72193 -2.96835 0.10325
H -2.58589 -3.98774 -1.14319
H -1.16183 -4.63252 -0.28086
H -4.54580 -5.77950 -0.62026
H -4.93409 -6.59061 0.97618
H -3.39211 -6.96500 0.14924
H -2.05531 -6.31483 2.79336
H -1.09939 -4.78320 2.47719
H -2.50595 -4.73184 3.55661
C -1.94404 4.72930 6.57965
C -0.84698 5.28193 6.05468
C -0.30428 4.84537 4.72942
O 0.69093 5.39830 4.28900
C -0.99073 3.77241 4.02698
C -2.09166 3.20993 4.54985
C -2.65039 3.66673 5.86497
O -3.65925 3.14505 6.29673
O -2.73905 2.21840 3.92064
O -0.17374 6.25790 6.68592
H -2.34539 5.03878 7.53489
H -0.57764 3.45586 3.07930
H -3.49064 1.99355 4.50002
H 0.57210 6.48121 6.09687
C 3.63474 -4.50096 3.36857
C 2.70316 -4.55644 2.41048
C 1.89071 -3.35558 2.03757
O 1.06487 -3.44303 1.14507
C 2.12110 -2.11679 2.76988
C 3.05012 -2.06159 3.73081
C 3.88204 -3.25466 4.08531
O 4.72801 -3.14985 4.95471
O 3.28363 -0.93921 4.42250
O 2.45035 -5.68640 1.73650
H 4.22924 -5.36039 3.64537
H 1.51569 -1.26163 2.50275
H 3.99699 -1.16158 5.05066
H 1.73954 -5.46381 1.10459
C 1.11140 -0.86393 -3.28031
C 2.05755 -0.02961 -3.72062
C 3.44483 -0.05520 -3.16058
O 4.28256 0.71281 -3.60703
C 3.73835 -1.00145 -2.09164
C 2.79043 -1.83564 -1.64576
C 1.40937 -1.83028 -2.22581
O 0.58830 -2.61782 -1.80379
O 3.02794 -2.71287 -0.66339
O 1.81209 0.87219 -4.68761
H 0.10542 -0.85792 -3.67744
H 4.73981 -0.99590 -1.68412
H 2.18328 -3.19419 -0.52910
H 2.65208 1.34753 -4.82278
C -1.92477 2.04250 -5.80060
C -2.50742 3.24072 -5.90921
C -3.53300 3.70842 -4.92153
O -4.01840 4.81829 -5.05771
C -3.90618 2.80614 -3.84086
C -3.32571 1.60293 -3.73260
C -2.28167 1.14779 -4.70481
O -1.76992 0.05318 -4.55321
O -3.64535 0.75405 -2.75625
O -2.20482 4.08667 -6.90493
H -1.18192 1.69515 -6.50540
H -4.65924 3.14727 -3.14354
H -3.08845 -0.03498 -2.89796
H -2.75964 4.87586 -6.75293
C 7.22877 4.39399 -2.78358
C 8.34041 4.87322 -3.35030
C 8.84608 4.34394 -4.65608
O 9.85488 4.82866 -5.13991
C 8.10548 3.26141 -5.29119
C 6.99235 2.77557 -4.72410
C 6.47051 3.32416 -3.43127
O 5.44729 2.86510 -2.96655
O 6.29522 1.78135 -5.28094
O 9.05966 5.85299 -2.78075
H 6.85268 4.77027 -1.84228
H 8.49161 2.87637 -6.22460
H 5.53792 1.61019 -4.67848
H 9.80629 6.01549 -3.38807
```

Computed properties:
**E_LUMO**: -0.372 eV
**Orbital gap**: 4.25 eV
**Calculated total energy**: -4331.90491 Eh
**Multiplicity**: 1
**Net charge**: -1